[1]
The following is a quantum chemistry calculation of a cluster of 2 separate species, C28H44N4O7 in total at a distorted geometry, from the Open Molecules 2025 dataset.

```
83
Properties=species:S:1:pos:R:3:forces:R:3:lowdin_charge:R:1
C 4.449 1.867 0.682 0.281 0.563 0.637 -0.12
C 3.079 1.947 -0.160 0.663 0.294 -1.452 -0.22
C 2.422 0.517 -0.505 2.366 0.537 -0.350 -0.19
N 2.341 -0.266 0.766 -1.852 0.836 -0.529 -0.03
C 0.964 -0.661 1.150 0.464 -2.531 0.736 -0.31
C 1.207 -1.164 2.691 -0.760 1.613 0.719 -0.05
C -0.136 -1.275 3.547 -0.661 -3.522 2.052 -0.17
O -0.475 -2.317 4.192 1.485 3.948 -2.616 -0.01
C -0.252 0.363 0.999 0.038 0.760 0.221 0.03
C -0.217 1.639 1.948 -0.535 -0.066 -0.311 0.05
C -1.642 2.227 2.362 -0.860 2.698 -3.205 -0.34
O -2.123 3.127 1.619 1.579 -3.900 3.653 0.10
O -2.322 1.741 3.540 1.148 2.556 -1.271 0.01
C -2.630 2.953 4.295 1.033 3.526 1.736 -0.35
C -4.151 3.063 4.807 0.603 -1.141 -0.851 0.02
O -1.758 3.828 4.502 -3.450 -4.079 -1.096 0.10
N -1.168 0.010 0.072 3.591 -0.774 3.043 0.00
O -2.313 0.678 -0.229 0.206 -0.422 0.759 -0.03
C -3.391 0.082 0.567 -2.042 -1.444 1.199 -0.14
C -4.570 1.086 0.951 -0.667 -0.082 -0.230 -0.20
C -5.303 1.783 -0.295 -0.528 0.366 0.731 -0.11
C -0.707 -1.272 -0.604 0.724 -0.402 -3.574 -0.14
C -1.791 -2.213 -1.317 0.125 -0.600 -0.362 -0.02
C -2.217 -1.638 -2.777 1.762 -1.275 -1.116 -0.36
O -1.551 -2.010 -3.773 -2.519 1.552 3.477 0.08
N -3.378 -0.717 -2.796 1.341 -0.684 -1.230 -0.20
C -4.444 -1.324 -3.673 -1.263 -0.200 0.036 -0.08
C -2.931 0.584 -3.402 -0.858 1.436 -0.340 -0.10
C 0.512 -1.903 0.214 0.218 -0.951 -0.245 -0.12
C 0.365 -3.368 0.854 -1.758 -1.615 1.433 -0.13
C -0.980 -3.818 1.465 4.470 -2.998 -0.327 0.01
C -0.882 -5.261 1.994 1.629 2.151 -1.423 -0.03
C 0.425 -6.027 1.864 -0.642 0.033 0.261 -0.13
N 1.694 -5.645 1.347 -5.361 3.625 0.184 0.05
C 1.555 -4.312 0.875 -0.299 0.719 -0.268 -0.09
H 4.568 0.933 1.329 -0.474 1.131 -0.847 0.05
H 4.470 2.765 1.414 -0.061 -1.439 -1.112 0.07
H 5.402 1.961 0.052 -1.730 -0.128 0.319 0.07
H 3.359 2.411 -1.187 -0.242 -0.649 1.581 0.11
H 2.367 2.692 0.333 0.601 -1.229 -0.437 0.08
H 3.200 -0.022 -1.175 -1.289 1.016 0.860 0.15
H 1.462 0.572 -1.120 0.980 0.016 0.974 0.11
H 2.920 -1.117 0.722 -0.579 0.573 0.106 0.12
H 1.826 -0.309 3.173 -1.025 -1.277 -0.739 0.14
H 1.883 -2.088 2.745 -1.450 1.174 -0.246 0.14
H -0.865 -0.381 3.673 1.268 -0.910 -0.543 0.12
H 0.316 2.477 1.351 -0.941 -1.333 0.892 0.16
H 0.400 1.443 2.886 -0.770 -0.043 -1.458 0.14
H -4.256 2.394 5.738 0.094 1.051 -1.446 0.11
H -4.792 2.626 3.950 0.881 0.677 1.544 0.09
H -4.472 4.134 5.028 0.882 -1.537 -0.306 0.10
H -3.885 -0.793 -0.010 0.966 1.593 0.520 0.12
H -2.917 -0.420 1.499 -0.741 1.137 -1.272 0.14
H -4.288 1.907 1.692 -0.035 -1.246 -1.114 0.08
H -5.376 0.446 1.484 1.511 0.734 -0.814 0.13
H -5.555 1.071 -1.157 0.720 1.016 1.201 0.08
H -6.321 2.168 0.096 1.618 -0.557 -0.624 0.09
H -4.719 2.713 -0.612 -0.738 -1.489 0.085 0.09
H -0.155 -0.823 -1.523 -0.855 -0.744 1.295 0.16
H -2.688 -2.500 -0.675 1.127 0.654 -0.877 0.11
H -1.244 -3.206 -1.553 -0.711 1.723 0.455 0.15
H -4.919 -0.495 -4.313 0.819 -1.360 0.872 0.10
H -4.035 -2.168 -4.336 -0.660 1.391 0.864 0.10
H -5.289 -1.725 -2.997 1.338 0.423 -1.104 0.09
H -3.704 1.377 -3.069 1.232 -1.186 -0.442 0.09
H -2.990 0.579 -4.558 0.567 -0.146 1.816 0.11
H -1.920 0.938 -3.014 -1.291 -0.689 -0.631 0.10
H 1.391 -2.072 -0.517 -1.606 0.614 0.881 0.16
H -1.888 -3.136 1.480 1.296 -1.233 0.138 0.10
H -1.791 -5.754 2.480 1.629 0.674 -0.806 0.10
H 0.397 -7.116 2.252 0.025 1.986 -0.652 0.11
H 2.529 -3.878 0.423 -1.693 -0.767 0.716 0.12
C 7.420 1.108 -2.828 0.412 -0.671 -0.567 -0.12
C 6.111 1.720 -3.363 1.392 1.424 0.427 -0.73
C 6.431 2.601 -4.586 0.257 -0.449 -0.804 -0.12
O 5.596 2.505 -2.407 -1.511 -0.128 0.930 -0.31
H 8.143 1.874 -2.523 -0.284 0.112 -0.029 0.06
H 7.234 0.458 -1.966 -0.138 0.125 -0.025 0.05
H 7.902 0.495 -3.602 0.149 -0.129 0.015 0.05
H 5.515 0.870 -3.750 -0.520 -0.277 0.048 0.09
H 7.119 3.418 -4.341 -0.127 -0.128 0.253 0.06
H 5.522 3.042 -5.008 -0.004 -0.060 0.203 0.05
H 6.902 2.003 -5.377 0.039 0.034 -0.180 0.05
```
Forces are in eV/Å.

Spin multiplicity: 1
HOMO (eV): -4.507
Orbital gap (eV): 1.97
Total charge: 0


[2]
The following is a quantum chemistry calculation of a cluster of 2 separate species, C28H44NO11S in total at a distorted geometry, from the Open Molecules 2025 dataset.

```
85
Properties=species:S:1:pos:R:3:forces:R:3:lowdin_charge:R:1
C 0.698 -5.622 2.435 -0.600 0.539 -0.530 0.05
C 0.454 -5.234 1.153 -0.255 -0.256 0.220 -0.06
C -0.081 -3.870 0.797 -0.692 -0.802 0.256 -0.49
O 0.714 -2.964 0.704 -0.778 -0.357 -0.149 0.13
O -1.409 -3.768 0.567 0.137 0.106 -0.258 0.01
C -1.801 -2.498 0.036 0.148 0.637 0.050 -0.17
C -1.321 -2.266 -1.410 -0.144 1.158 0.550 -0.16
C -2.479 -2.054 -2.380 -0.203 -1.016 -0.363 -0.20
C -2.088 -2.053 -3.872 0.203 0.134 0.712 -0.18
C -0.877 -1.174 -4.240 -0.237 -0.138 -0.808 -0.16
C -1.276 0.191 -4.851 0.264 -0.515 0.254 -0.11
C -1.973 1.072 -3.853 0.703 -0.447 -0.908 -0.12
C -3.318 1.242 -3.969 -0.663 -0.211 -0.287 0.02
N -3.966 2.020 -3.108 -0.787 -0.035 -0.340 0.14
C -3.369 2.678 -2.126 -0.893 0.744 0.877 0.07
C -2.028 2.566 -1.959 1.025 -0.215 0.011 -0.20
O -1.341 3.222 -1.012 -0.335 -0.399 0.153 -0.01
C -1.473 2.642 0.316 0.670 0.825 1.280 -0.09
C -2.296 3.524 1.285 -0.565 -0.375 -0.396 -0.30
C -2.238 5.006 0.909 0.023 0.020 0.363 -0.05
C -3.748 2.954 1.480 0.290 0.451 0.806 -0.37
C -4.002 2.573 2.973 -0.008 -0.046 -0.720 -0.05
C -4.876 3.905 1.049 -0.298 -0.732 -0.478 -0.09
C -1.333 1.745 -2.834 0.931 0.688 -0.369 0.06
C 0.147 1.621 -2.613 1.414 -1.338 0.855 -0.40
O 0.557 0.613 -2.064 -0.603 1.027 -0.382 0.15
O 0.947 2.623 -2.978 -1.158 -0.024 0.212 0.06
C 2.259 2.545 -2.393 1.146 0.944 -0.183 -0.15
C 3.041 3.839 -2.716 -0.489 -1.229 0.384 -0.16
C 4.498 3.596 -2.268 -1.395 0.529 -0.658 -0.20
S 4.734 3.583 -0.501 2.618 -1.621 0.541 0.58
O 6.077 3.995 -0.255 0.016 1.339 -0.166 -0.27
O 4.507 2.266 0.013 -1.541 -0.217 -0.232 -0.28
O 3.684 4.596 0.140 -0.006 -0.046 -0.661 -0.15
H -0.160 -5.690 3.107 0.540 1.656 0.756 0.08
H 1.705 -5.797 2.788 -0.266 -1.971 -0.261 0.05
H 0.674 -5.905 0.322 1.649 0.958 -0.275 0.11
H -1.400 -1.721 0.692 0.125 -0.072 -0.061 0.12
H -2.885 -2.400 0.109 -0.031 -0.546 -0.005 0.12
H -0.751 -1.335 -1.368 0.265 -0.207 -0.141 0.09
H -0.616 -3.041 -1.714 -0.228 -0.123 -0.125 0.13
H -3.165 -2.900 -2.245 -0.108 0.137 -0.052 0.12
H -3.077 -1.168 -2.132 0.271 0.114 0.163 0.10
H -2.982 -1.769 -4.440 0.162 -0.024 -0.208 0.11
H -1.850 -3.080 -4.155 -0.067 0.011 0.028 0.12
H -0.326 -1.700 -5.023 0.050 0.118 0.004 0.12
H -0.173 -1.038 -3.423 -0.164 -0.064 0.094 0.09
H -0.390 0.672 -5.272 -0.038 0.179 0.185 0.13
H -1.948 -0.008 -5.688 -0.007 0.123 0.013 0.12
H -3.892 0.770 -4.752 -0.107 0.036 0.029 0.16
H -4.964 2.143 -3.232 0.002 -0.006 0.061 0.19
H -3.970 3.300 -1.479 -0.102 -0.025 -0.048 0.14
H -0.460 2.605 0.720 0.102 -0.026 -0.353 0.14
H -1.833 1.611 0.298 -0.111 0.070 -0.378 0.13
H -1.791 3.424 2.248 0.013 -0.036 -0.045 0.13
H -2.899 5.576 1.563 0.032 -0.025 -0.012 0.09
H -2.543 5.203 -0.118 0.094 -0.019 0.008 0.07
H -1.233 5.399 1.070 0.022 -0.016 -0.221 0.09
H -3.806 2.015 0.920 -0.107 0.151 -0.191 0.11
H -4.595 3.365 3.427 0.070 -0.132 0.312 0.07
H -4.554 1.634 3.021 -0.126 0.112 0.174 0.08
H -3.076 2.442 3.531 -0.039 -0.006 0.001 0.07
H -5.140 4.624 1.823 0.210 0.121 -0.059 0.08
H -5.775 3.304 0.876 -0.038 0.120 0.069 0.09
H -4.680 4.446 0.119 0.039 0.067 0.103 0.06
H 2.819 1.718 -2.828 -0.302 -0.290 0.173 0.14
H 2.213 2.458 -1.308 -0.345 -0.480 -0.065 0.13
H 2.983 3.967 -3.796 0.180 0.429 0.060 0.13
H 2.584 4.657 -2.160 0.079 0.259 -0.367 0.11
H 4.773 2.592 -2.591 0.286 -0.046 0.369 0.11
H 5.179 4.285 -2.760 0.086 0.250 0.485 0.12
H 3.895 4.589 1.090 -0.099 0.138 0.052 0.11
C 5.920 -4.341 4.954 -0.008 -0.055 -0.374 -0.02
C 4.704 -5.075 5.463 0.515 0.323 -0.107 -0.33
C 5.005 -6.264 6.340 -0.059 -0.037 0.289 -0.09
O 3.854 -7.092 6.127 0.032 0.100 -0.165 0.07
C 3.375 -6.803 4.892 0.042 -0.070 0.000 -0.56
O 2.543 -7.431 4.324 -0.004 -0.057 0.038 0.16
O 3.981 -5.696 4.386 -0.167 -0.171 0.225 0.08
H 6.432 -3.829 5.769 -0.049 -0.010 0.030 0.09
H 6.619 -5.029 4.476 -0.012 -0.052 0.075 0.09
H 5.634 -3.606 4.202 -0.034 0.072 0.102 0.09
H 4.025 -4.376 5.961 -0.049 -0.086 0.039 0.16
H 5.103 -6.004 7.392 -0.167 -0.121 0.027 0.14
H 5.891 -6.818 6.021 0.028 0.107 -0.084 0.14
```
Forces are in eV/Å.

Spin multiplicity: 1
HOMO (eV): -9.610
Orbital gap (eV): 5.34
Total charge: +1


[3]
The following is a quantum chemistry calculation of a structure of composition C28H45AuN2OP2 at a distorted geometry, from the Open Molecules 2025 dataset.

```
79
Properties=species:S:1:pos:R:3:forces:R:3:lowdin_charge:R:1
Au -0.338 -0.808 0.251 -0.001 -0.486 0.216 0.80
C -3.000 -1.004 -2.071 2.200 -0.214 -1.530 -0.14
C -3.602 -0.366 -0.869 -1.662 0.884 0.491 -0.56
C -4.574 -1.387 -0.191 1.976 0.059 0.242 -0.07
P -2.353 0.403 0.244 0.616 -0.533 -0.145 0.98
C -3.146 0.914 1.815 -1.918 -0.514 -1.121 -0.53
C -2.307 1.810 2.662 0.472 1.937 -1.524 -0.10
C -4.489 1.626 1.430 1.216 0.678 1.297 -0.08
C -1.601 1.909 -0.526 -0.966 0.192 -0.105 -0.27
C -2.393 2.856 -1.170 -1.781 -0.303 0.214 -0.03
C -1.882 4.084 -1.604 0.719 -0.240 -0.883 -0.22
C -2.728 5.078 -2.340 -1.395 -1.361 0.408 -0.02
C -0.483 4.294 -1.512 -0.823 -0.900 0.850 0.02
C 0.327 3.370 -0.869 -1.473 0.159 0.229 0.03
C -0.219 2.180 -0.319 -0.406 -0.036 -0.153 -0.30
N 0.501 1.212 0.315 1.004 1.009 0.508 0.00
C 1.788 1.341 0.853 0.168 -1.020 -0.757 -0.25
C 2.389 2.454 1.452 -3.080 1.253 -0.394 -0.01
C 3.625 2.432 1.957 2.197 0.702 0.988 -0.02
C 4.428 1.310 1.875 -0.316 -1.296 0.351 -0.24
C 5.752 1.192 2.532 0.833 0.676 -0.604 -0.02
C 3.909 0.191 1.219 -0.306 0.515 -0.769 -0.01
C 2.608 0.198 0.727 0.653 -0.606 0.154 -0.26
P 1.960 -1.252 -0.145 -0.098 0.284 0.677 0.98
C 2.640 -2.832 0.458 0.223 -1.154 0.950 -0.52
C 4.077 -3.276 0.140 0.036 1.146 -2.009 -0.09
C 2.403 -3.121 1.980 -0.533 1.129 -1.119 -0.09
C 2.241 -1.043 -1.918 -0.077 -0.626 -0.120 -0.55
C 3.610 -0.644 -2.440 0.803 1.345 1.889 -0.07
C 1.117 -0.221 -2.559 0.018 -0.097 0.721 -0.11
H -3.791 -1.387 -2.739 0.348 0.552 0.033 0.10
H -2.395 -1.916 -1.837 -0.334 0.704 0.115 0.06
H -2.271 -0.278 -2.611 -1.412 -1.215 0.545 0.11
H -4.197 0.489 -1.231 0.029 -0.124 0.119 0.10
H -3.934 -2.259 -0.045 -0.349 -0.434 -0.199 0.05
H -5.424 -1.624 -0.809 -0.155 0.006 -0.307 0.09
H -4.889 -1.149 0.805 -0.446 0.579 0.459 0.06
H -3.432 -0.013 2.304 0.306 -0.270 0.220 0.11
H -1.923 2.656 1.977 -0.345 -1.103 1.207 0.11
H -1.488 1.323 3.130 0.835 -0.442 0.347 0.07
H -2.903 2.294 3.417 -0.276 0.073 0.351 0.09
H -4.168 2.617 1.153 -0.236 0.570 -0.538 0.07
H -5.053 1.796 2.354 -0.163 -0.342 -0.229 0.10
H -5.091 1.188 0.657 -0.224 -0.324 -0.142 0.06
H -3.527 2.672 -1.304 2.036 0.271 0.225 0.15
H -3.808 4.900 -2.193 0.437 -0.338 -0.183 0.10
H -2.529 5.070 -3.396 0.196 -0.034 -0.504 0.10
H -2.622 6.051 -1.979 0.693 1.673 0.545 0.07
H -0.091 5.217 -1.885 0.360 0.291 -0.165 0.13
H 1.330 3.612 -0.688 1.384 0.085 -0.052 0.10
H 1.767 3.339 1.616 0.223 -0.164 -0.161 0.14
H 4.068 3.306 2.452 -0.522 -0.235 -0.161 0.15
H 6.009 0.131 2.733 0.084 0.910 -0.111 0.10
H 5.838 1.830 3.415 -0.220 -0.399 0.166 0.09
H 6.458 1.690 1.830 0.096 -0.739 0.330 0.11
H 4.587 -0.612 0.950 -0.212 -0.149 0.443 0.10
H 2.035 -3.536 -0.111 -0.499 -0.002 -0.053 0.10
H 4.786 -2.503 0.468 0.113 -0.827 0.502 0.06
H 4.222 -3.244 -0.985 -0.135 -0.552 1.199 0.09
H 4.223 -4.300 0.534 0.287 0.781 -0.191 0.10
H 3.244 -2.780 2.547 0.421 0.312 0.428 0.07
H 2.267 -4.153 2.163 0.259 -1.307 -0.145 0.07
H 1.490 -2.704 2.377 -0.313 0.633 0.084 0.05
H 2.115 -2.077 -2.152 -0.398 -0.921 -0.770 0.07
H 3.810 0.397 -2.099 0.057 -0.443 -0.095 0.09
H 3.537 -0.540 -3.504 0.362 -0.510 -0.680 0.08
H 4.477 -1.250 -2.054 -1.005 0.368 -0.767 0.09
H 1.155 0.764 -2.115 -0.045 0.509 -0.161 0.05
H 0.101 -0.622 -2.389 0.620 -0.039 -0.231 0.04
H 1.320 -0.131 -3.612 -0.143 0.008 -0.474 0.09
C -2.942 -4.756 1.952 0.097 0.625 0.424 -0.03
C -2.066 -3.895 1.172 -0.538 -0.995 -0.078 -0.25
N -1.334 -3.292 0.538 0.731 1.057 -0.538 0.11
H -2.682 -5.799 1.776 -0.041 0.058 -0.029 0.10
H -4.005 -4.569 1.681 0.753 -0.092 0.511 0.11
H -2.653 -4.481 2.990 -0.857 -0.441 -0.325 0.11
O 0.160 -3.097 -2.856 -0.023 0.491 0.560 -0.04
H 0.239 -3.670 -3.611 -0.029 -0.463 -0.457 0.05
H -0.278 -3.603 -2.167 -0.105 -0.233 -0.017 0.03
```
Forces are in eV/Å.

Spin multiplicity: 3
HOMO (alpha / beta) (eV): -13.531 / -14.166
Orbital gap (alpha / beta) (eV): 8.51 / 6.42
Total charge: +2


Number 1: E_tot -1838.45089 Ha. Number 2: E_tot -2373.55722 Ha. Number 3: E_tot -2096.51873 Ha.